Formula: C51H78N3O3S4SbW
Source: OMol25
Level of theory: ωB97M-V with the def2-TZVPD basis set

HOMO: -7.8 eV
E_LUMO: -1.5 eV
Kohn-Sham gap: 6.28 eV
Relative energy (zero: lowest compared OMol25 entry of this formula, charge and spin): 0.00 kJ/mol

```
! RIJCOSX wB97M-V def2-TZVPD def2/J DEFGRID3
* xyz 0 1
W -0.12 -0.62 -1.15
C 6.65 -1.25 3.39
C 5.40 -0.57 3.98
C 4.96 -1.36 5.21
C 5.77 0.85 4.43
C 4.31 -0.50 2.91
C 3.09 -1.14 3.03
C 2.11 -1.03 2.05
C 0.80 -1.73 2.36
N -0.29 -0.82 2.64
C -1.56 -1.47 2.84
C -2.71 -0.54 2.45
N -2.52 0.05 1.13
C -2.63 1.50 1.09
C -1.58 2.24 1.92
N -0.20 1.82 1.70
C 0.49 1.50 2.95
C -0.02 0.23 3.61
C 0.61 2.77 0.98
C 0.23 3.19 -0.42
C 0.77 4.43 -0.77
C 0.62 4.98 -2.03
C -0.29 4.35 -2.86
C -0.95 3.17 -2.54
C -0.51 2.49 -1.38
O -0.80 1.15 -1.18
C -2.17 2.85 -3.41
C -3.07 1.77 -2.84
C -1.73 2.49 -4.84
C -3.05 4.12 -3.47
C 1.34 6.25 -2.48
C 0.32 7.33 -2.84
C 2.28 6.79 -1.41
C 2.18 5.90 -3.72
C -3.38 -0.57 0.14
C -3.28 -2.08 0.10
C -4.45 -2.81 0.18
C -4.46 -4.20 0.10
C -3.23 -4.82 -0.07
C -2.01 -4.15 -0.16
C -2.07 -2.76 -0.06
O -0.94 -1.98 -0.16
C -0.75 -4.98 -0.47
C -0.50 -4.90 -1.99
C -0.95 -6.46 -0.10
C 0.50 -4.52 0.28
C -5.78 -4.96 0.19
C -6.42 -4.69 1.56
C -5.59 -6.47 0.03
C -6.72 -4.48 -0.92
C 2.35 -0.28 0.89
O 1.31 -0.13 0.01
C 3.61 0.35 0.71
C 4.53 0.21 1.74
C 4.11 1.04 -0.58
C 5.41 1.84 -0.36
C 3.12 2.04 -1.16
C 4.44 -0.06 -1.60
H 7.44 -1.30 4.14
H 7.03 -0.70 2.53
H 6.41 -2.26 3.06
H 5.76 -1.36 5.95
H 4.73 -2.40 4.96
H 4.07 -0.91 5.67
H 6.54 0.82 5.19
H 4.90 1.36 4.84
H 6.14 1.46 3.60
H 2.86 -1.72 3.91
H 0.99 -2.42 3.20
H 0.49 -2.34 1.51
H -1.71 -1.81 3.88
H -1.60 -2.36 2.22
H -2.80 0.26 3.19
H -3.65 -1.10 2.50
H -3.63 1.83 1.45
H -2.55 1.80 0.05
H -1.81 2.14 2.98
H -1.70 3.31 1.70
H 0.44 2.33 3.67
H 1.55 1.37 2.71
H -0.95 0.44 4.15
H 0.70 -0.09 4.38
H 1.62 2.37 0.95
H 0.68 3.72 1.55
H 1.37 4.93 -0.02
H -0.55 4.83 -3.80
H -2.58 0.80 -2.78
H -3.95 1.66 -3.47
H -3.41 2.04 -1.84
H -0.91 1.77 -4.83
H -1.39 3.37 -5.38
H -2.56 2.05 -5.40
H -3.37 4.41 -2.47
H -3.94 3.91 -4.06
H -2.54 4.97 -3.92
H -0.30 7.58 -1.98
H -0.33 7.02 -3.65
H 0.84 8.24 -3.16
H 1.74 7.08 -0.50
H 2.79 7.68 -1.78
H 3.05 6.06 -1.13
H 1.55 5.53 -4.54
H 2.91 5.13 -3.49
H 2.72 6.78 -4.08
H -3.13 -0.16 -0.85
H -4.44 -0.32 0.32
H -5.38 -2.27 0.31
H -3.22 -5.90 -0.15
H -1.37 -5.28 -2.54
H 0.37 -5.50 -2.26
H -0.32 -3.88 -2.32
H -1.67 -6.96 -0.75
H -1.26 -6.58 0.94
H 0.01 -6.97 -0.22
H 0.83 -3.52 -0.01
H 1.32 -5.20 0.06
H 0.34 -4.53 1.36
H -5.76 -5.03 2.36
H -7.37 -5.22 1.64
H -6.61 -3.63 1.70
H -4.95 -6.88 0.82
H -5.14 -6.72 -0.93
H -6.56 -6.96 0.09
H -6.94 -3.41 -0.83
H -7.66 -5.02 -0.87
H -6.28 -4.64 -1.91
H 5.49 0.69 1.63
H 5.30 2.58 0.43
H 5.63 2.37 -1.29
H 6.27 1.20 -0.14
H 3.04 2.91 -0.50
H 2.13 1.64 -1.30
H 3.48 2.40 -2.13
H 5.23 -0.72 -1.20
H 4.81 0.38 -2.53
H 3.58 -0.68 -1.82
S -1.71 -1.48 -2.73
Sb -0.65 -1.11 -4.92
S 1.51 -1.99 -2.24
S 1.23 -0.19 -3.17
S 0.19 -3.12 -5.33
*
```

=====

Formula: C51H83F3N5O9S
Source: OMol25
Level of theory: ωB97M-V with the def2-TZVPD basis set

HOMO (spin up / spin down): -8.1 / -8.1 eV
E_LUMO (spin up / spin down): 0.2 / -0.2 eV
⟨S²⟩: 3.763
Kohn-Sham gap (spin up / spin down): 8.28 / 7.90 eV

```
! RIJCOSX wB97M-V def2-TZVPD def2/J DEFGRID3
* xyz 0 4
C -4.02 4.59 0.00
C -3.33 4.00 1.32
O -2.94 2.60 1.23
C -2.21 2.33 0.04
C -0.74 2.78 -0.08
C 0.12 2.52 -1.38
C -0.61 1.73 -2.50
C -2.10 1.23 -2.37
O -2.65 0.48 -3.45
C -2.94 1.53 -1.11
N -4.34 1.15 -0.87
C -5.23 1.41 -2.04
C -4.48 -0.20 -0.33
C -3.30 -0.99 0.46
O -5.58 -0.84 -0.43
N 1.50 3.01 -1.45
C 2.13 2.76 -2.77
O 3.23 3.74 -2.88
C 3.98 3.48 -4.10
O 4.81 4.67 -4.31
C 6.19 4.27 -4.49
C 6.82 3.99 -3.03
O 6.71 5.12 -2.14
C 2.34 2.57 -0.32
C 3.72 1.85 -0.46
C 4.58 1.44 0.77
C 4.10 1.71 2.23
C 2.70 2.41 2.38
C 2.20 2.65 3.88
C 1.17 1.50 4.39
C 1.87 0.04 4.39
F 1.68 -0.58 3.13
F 3.25 0.08 4.74
F 1.23 -0.78 5.38
C 1.86 2.84 1.16
S 0.19 3.67 1.28
H -3.21 4.79 -0.78
H -4.57 5.55 0.33
H -4.71 3.79 -0.42
H -4.10 4.08 2.17
H -2.40 4.60 1.66
H -0.09 1.48 -3.48
H -3.20 -0.27 -3.11
H -5.46 0.43 -2.61
H -6.26 1.80 -1.70
H -4.76 2.11 -2.83
H -2.86 -1.81 -0.20
H -2.53 -0.30 0.92
H -3.85 -1.50 1.34
H 1.44 3.01 -3.66
H 2.57 1.71 -2.90
H 3.25 3.44 -4.98
H 4.64 2.55 -4.02
H 6.82 5.11 -4.98
H 6.29 3.36 -5.19
H 7.92 3.69 -3.17
H 6.31 3.09 -2.54
H 5.78 5.41 -2.04
H 4.16 1.63 -1.49
H 5.60 0.92 0.66
H 4.75 1.42 3.12
H 1.59 3.64 3.87
H 3.05 2.76 4.63
H 0.84 1.74 5.47
H 0.29 1.52 3.65
C 2.39 -3.70 -0.78
C 3.50 -2.61 -0.93
C 3.18 -1.67 -2.11
C 3.48 -2.26 -3.49
C 4.89 -2.83 -3.54
C 5.15 -3.85 -2.40
N 4.82 -3.29 -1.06
O 5.79 -2.39 -0.72
C 4.34 -5.13 -2.69
C 6.62 -4.33 -2.49
C 3.36 -1.77 0.37
H 2.81 -4.65 -0.45
H 1.65 -3.43 -0.02
H 1.84 -3.86 -1.71
H 3.78 -0.75 -2.01
H 2.14 -1.36 -2.08
H 2.74 -3.02 -3.74
H 3.39 -1.47 -4.25
H 5.05 -3.31 -4.51
H 5.62 -2.01 -3.48
H 4.46 -5.86 -1.88
H 4.68 -5.61 -3.61
H 3.27 -4.96 -2.82
H 7.34 -3.51 -2.42
H 6.82 -4.82 -3.45
H 6.85 -5.05 -1.70
H 3.59 -2.36 1.26
H 2.34 -1.39 0.48
H 4.01 -0.89 0.36
C -5.07 -3.09 -8.85
C -4.29 -4.14 -8.01
C -5.20 -4.74 -6.91
C -5.42 -3.84 -5.71
C -4.10 -3.31 -5.17
C -3.25 -2.62 -6.26
N -3.06 -3.49 -7.46
O -2.18 -4.47 -7.13
C -3.93 -1.28 -6.64
C -1.90 -2.18 -5.64
C -3.98 -5.28 -9.01
H -4.42 -2.26 -9.16
H -5.45 -3.52 -9.78
H -5.93 -2.68 -8.32
H -4.75 -5.68 -6.54
H -6.17 -5.02 -7.34
H -6.09 -3.01 -5.97
H -5.94 -4.40 -4.92
H -4.30 -2.61 -4.35
H -3.54 -4.14 -4.72
H -3.37 -0.78 -7.45
H -3.95 -0.60 -5.79
H -4.96 -1.38 -6.96
H -1.34 -3.01 -5.21
H -2.06 -1.46 -4.82
H -1.27 -1.68 -6.38
H -3.32 -4.94 -9.82
H -4.90 -5.64 -9.48
H -3.52 -6.15 -8.53
C -2.83 1.71 11.42
C -2.74 1.44 9.89
C -2.29 -0.01 9.61
C -0.80 -0.27 9.82
C 0.04 0.77 9.09
C -0.36 2.21 9.45
N -1.82 2.46 9.29
O -2.09 2.52 7.96
C 0.09 2.51 10.90
C 0.50 3.19 8.61
C -4.20 1.56 9.39
H -2.54 2.73 11.67
H -3.86 1.61 11.79
H -2.22 1.02 12.00
H -2.53 -0.27 8.57
H -2.86 -0.71 10.24
H -0.56 -0.27 10.89
H -0.55 -1.27 9.45
H 1.10 0.60 9.31
H -0.07 0.61 8.01
H -0.21 3.51 11.21
H 1.18 2.45 10.99
H -0.30 1.80 11.63
H 0.38 3.03 7.53
H 1.56 3.06 8.82
H 0.25 4.23 8.83
H -4.59 2.58 9.53
H -4.85 0.88 9.95
H -4.31 1.29 8.34
*
```

=====

In Eh, the DFT total energy values for the records above are, in order, -4280.35133; -3641.20322.